# C34H48O30

10 unconnected molecules or ions with the total composition C34H48O30 at a distorted geometry (ωB97M-V/def2-TZVPD, the OMol25 dataset).

XYZ file:
```
112
Properties=species:S:1:pos:R:3:forces:R:3:lowdin_charge:R:1
C 9.9232 -3.1495 0.2034 -0.12 1.45 1.48 -0.02
C 10.8464 -3.1343 1.5229 -1.14 0.15 -2.75 -0.28
C 12.2739 -2.6028 1.3256 0.41 -0.80 0.77 -0.06
O 12.4761 -1.6779 2.4171 0.12 0.20 -0.16 0.06
C 11.3251 -1.4250 3.0378 -1.03 1.35 2.53 -0.50
O 11.1638 -0.6611 4.0099 0.46 -2.74 -3.71 0.11
O 10.3420 -2.1911 2.4539 -0.60 0.53 0.95 0.06
H 9.9650 -2.1742 -0.2814 0.33 -0.11 -0.38 0.07
H 8.8978 -3.1776 0.5720 -0.08 -0.16 0.24 0.07
H 9.9762 -3.9794 -0.5013 0.77 0.03 0.24 0.08
H 10.6548 -4.1692 1.8062 0.96 0.11 1.16 0.14
H 12.4501 -2.0778 0.3868 -0.16 -0.09 0.04 0.13
H 13.0091 -3.3891 1.4965 0.07 0.07 -0.41 0.13
C -9.8390 -0.7171 -1.1471 -0.12 0.31 -0.10 -0.02
C -8.6520 -1.0963 -0.3031 1.53 0.53 -1.41 -0.33
C -7.7339 0.1374 0.0565 0.35 -1.69 0.37 -0.06
O -8.0729 0.3257 1.4420 -0.78 0.42 -0.01 0.05
C -8.6850 -0.7959 1.9341 0.60 0.31 1.70 -0.53
O -8.8469 -1.0222 3.1122 0.03 0.48 -2.04 0.14
O -8.9835 -1.6300 0.9333 -0.73 -0.56 1.19 0.09
H -9.5288 0.0977 -1.8014 -0.22 0.09 -0.03 0.08
H -10.6498 -0.3834 -0.4995 -0.17 0.01 -0.25 0.10
H -10.1347 -1.5366 -1.8021 -0.30 -0.02 0.29 0.08
H -8.1509 -1.9087 -0.8295 0.57 0.28 0.00 0.15
H -7.8229 0.9457 -0.6693 -0.81 0.50 0.77 0.12
H -6.6584 -0.0294 0.1175 0.06 -0.67 -0.48 0.13
C 4.9003 -4.9856 6.3507 -0.69 0.43 -0.27 -0.01
C 5.8353 -6.0911 6.7447 -0.71 -0.35 1.33 -0.35
C 5.1240 -7.4253 6.8289 -1.83 0.01 -0.63 -0.07
O 6.0197 -8.3260 6.1722 -2.96 -2.74 2.87 0.14
C 6.9521 -7.6631 5.6375 2.20 0.62 -2.32 -0.71
O 7.8167 -8.0601 4.9424 1.46 -1.53 -0.88 0.17
O 6.8043 -6.3924 5.8164 0.99 3.60 -0.56 0.13
H 5.2730 -4.2048 5.6877 0.71 0.05 0.51 0.09
H 4.4854 -4.5592 7.2640 -0.05 0.25 -0.16 0.09
H 4.0708 -5.3706 5.7575 -0.15 -0.27 0.15 0.08
H 6.3211 -5.9307 7.7072 0.13 0.55 0.05 0.16
H 4.2274 -7.3770 6.2109 -0.04 -0.12 -0.27 0.12
H 4.7145 -7.7023 7.8003 0.94 -0.50 0.17 0.14
C -1.5086 7.2569 -7.1368 -0.42 -0.63 0.41 -0.02
C -0.3904 6.3772 -6.4945 -4.06 1.22 0.27 -0.33
C -0.5222 4.8573 -6.7409 -0.41 0.20 1.20 -0.09
O 0.6745 4.5525 -7.3719 1.70 -0.63 -0.64 0.09
C 1.4662 5.6153 -7.3589 5.54 1.04 -2.52 -0.53
O 2.6583 5.6981 -7.7273 -3.90 -1.19 1.25 0.10
O 0.8222 6.7182 -7.0159 0.96 0.46 -0.11 0.11
H -2.4723 7.2028 -6.6303 0.09 -0.54 0.66 0.08
H -1.8032 6.9057 -8.1258 0.66 0.44 -0.39 0.08
H -1.2994 8.3219 -7.0363 0.50 -0.10 -0.61 0.08
H -0.4145 6.6607 -5.4423 0.21 -0.48 0.25 0.15
H -1.3139 4.4713 -7.3829 -0.30 0.45 0.28 0.14
H -0.4837 4.3552 -5.7742 -0.57 -0.25 -0.04 0.13
O -3.4749 -2.8953 -6.4558 -1.92 -1.41 -2.79 0.12
C -4.1869 -3.2599 -7.3932 2.33 0.88 1.15 -0.53
O -5.4903 -3.1012 -7.4823 -0.74 0.02 2.95 0.07
C -5.9153 -3.2877 -8.7649 -1.21 0.29 -1.99 -0.18
C -4.8791 -4.2037 -9.4159 -1.56 1.17 2.39 -0.08
O -3.7683 -3.8148 -8.5726 1.52 -0.23 -0.59 0.04
H -6.9248 -3.6944 -8.8260 0.02 0.05 0.31 0.14
H -5.9164 -2.2757 -9.1699 -0.11 -0.09 -0.78 0.14
H -4.9341 -3.9461 -10.4736 1.32 -0.42 0.05 0.14
H -5.1572 -5.2170 -9.1260 0.35 -0.26 -0.70 0.13
O -8.9443 6.1264 -0.3331 2.92 0.88 0.97 0.13
C -7.8347 6.6407 -0.2001 -4.57 -0.64 -1.57 -0.56
O -7.0903 6.6932 0.8822 -0.01 -1.62 2.40 0.11
C -5.9324 7.4062 0.6684 1.82 2.58 -3.13 -0.13
C -5.9369 7.4733 -0.8760 0.94 0.65 -0.62 -0.15
O -7.2878 7.3696 -1.1754 -0.92 -0.57 -0.54 0.06
H -6.0036 8.4674 0.9068 -0.48 -0.12 1.04 0.13
H -4.9206 7.0941 0.9274 -0.68 -1.03 0.99 0.14
H -5.4151 6.6490 -1.3621 0.26 -0.07 0.07 0.13
H -5.6661 8.4227 -1.3379 0.72 -0.07 0.40 0.14
O 0.2431 2.4265 0.2512 0.25 -0.15 -0.45 0.17
C 0.6010 1.3820 -0.1836 0.20 -1.02 0.07 -0.55
O -0.0260 0.1983 0.0635 -0.02 -1.15 0.38 0.06
C 0.8027 -0.9168 -0.3403 0.90 0.32 -0.51 -0.11
C 1.7941 -0.2303 -1.2921 -0.73 -0.96 -0.02 -0.13
O 1.6864 1.1393 -0.9667 0.18 0.88 0.26 0.06
H 1.4083 -1.4098 0.4201 -0.42 0.74 1.03 0.12
H 0.3072 -1.7825 -0.7798 -0.85 0.70 -0.29 0.13
H 1.4894 -0.3871 -2.3269 0.32 0.15 -0.10 0.13
H 2.7815 -0.6388 -1.0769 0.15 0.52 -0.39 0.13
O -2.5588 -8.5452 3.4861 2.83 -1.18 -1.85 0.12
C -1.6414 -8.9129 2.7547 -2.66 1.17 1.21 -0.50
O -1.2604 -10.2105 2.5630 -0.53 1.33 0.24 0.07
C -0.1930 -10.1961 1.6608 1.86 -1.05 -1.01 -0.16
C -0.1322 -8.8238 1.0152 -1.06 -0.03 0.95 -0.10
O -0.9340 -8.0612 1.9512 -0.16 -0.45 0.17 0.04
H 0.7404 -10.4453 2.1656 -0.05 -0.02 0.25 0.13
H -0.3325 -10.9277 0.8650 -0.22 -0.27 0.30 0.13
H -0.6568 -8.9113 0.0638 0.17 0.68 -0.13 0.13
H 0.8531 -8.3618 0.9528 -0.17 -0.19 -0.14 0.13
O 5.0018 11.2698 -1.2014 -1.47 -1.54 0.85 0.13
C 4.4197 10.2195 -0.9847 1.96 3.19 0.20 -0.61
O 4.4077 9.2467 -1.8401 -0.69 -3.00 -0.99 0.10
C 3.9435 8.0726 -1.1318 -0.93 -1.28 0.28 -0.09
C 3.1593 8.6199 0.0571 -0.45 0.61 -0.71 -0.12
O 3.8055 9.8588 0.1386 0.28 2.09 2.04 0.06
H 3.2918 7.4332 -1.7273 0.40 0.24 -0.49 0.13
H 4.7715 7.4809 -0.7413 0.30 0.17 -0.38 0.13
H 3.1529 8.1029 1.0167 0.78 -0.18 -0.20 0.14
H 2.1069 8.8545 -0.1030 -0.18 -0.31 -0.59 0.13
O -2.7983 4.1079 6.7401 0.40 -0.92 0.17 0.16
C -2.6075 2.9381 6.9296 -1.29 0.81 -1.85 -0.63
O -2.8522 1.9601 6.0496 -1.31 -0.37 -3.04 0.05
C -2.8154 0.6363 6.5821 0.44 0.98 0.78 -0.10
C -1.9892 0.9707 7.8302 -0.76 -1.29 -0.32 -0.10
O -2.2027 2.3594 7.9998 1.66 -0.32 3.57 0.09
H -3.7831 0.2357 6.8842 -0.37 0.48 -0.34 0.13
H -2.3825 -0.0664 5.8701 0.25 0.35 0.05 0.13
H -0.9485 0.7199 7.6250 0.11 0.27 0.67 0.13
H -2.4765 0.4653 8.6640 0.86 0.01 0.30 0.13
```
Positions in Å, forces in eV/Å.

Results
Energy relative to the best compared isomer or geometry (same formula, charge and spin) in kcal per mole: 126.1
E_HOMO in eV: -10.674
Frontier orbital gap in eV: 10.6
SMILES: C[C@H]1COC(=O)O1.C[C@H]1COC(=O)O1.C[C@H]1COC(=O)O1.C[C@H]1COC(=O)O1.O=C1OCCO1.O=C1OCCO1.O=C1OCCO1.O=C1OCCO1.O=C1OCCO1.O=C1OCCO1
LUMO energy in hartree: -0.0033

# H36O18

18 unconnected molecules or ions with the total composition H36O18 at a distorted geometry (ωB97M-V/def2-TZVPD, the OMol25 dataset).

XYZ file:
```
54
Properties=species:S:1:pos:R:3:forces:R:3:lowdin_charge:R:1
O -0.7164 3.5236 3.5075 0.39 0.95 1.35 -0.09
H -1.0826 2.6960 3.2081 -0.14 0.22 -1.05 -0.02
H -0.8110 4.2357 2.8676 -0.29 -0.67 -0.38 0.02
O 4.8601 -2.3430 -2.9060 -0.13 -0.12 -0.28 -0.08
H 4.1337 -2.2429 -3.5441 0.18 0.30 0.32 0.00
H 4.5795 -3.0914 -2.3713 -0.04 -0.16 0.17 0.00
O -4.8507 3.4086 -1.2455 -0.29 0.22 -0.34 -0.08
H -4.9033 3.9021 -0.4259 0.13 -0.02 0.18 0.02
H -4.5207 2.5419 -1.0064 0.21 -0.21 0.15 0.01
O 3.1251 -3.5575 -0.4811 0.67 0.57 0.06 -0.06
H 3.3162 -2.6136 -0.5651 -0.46 0.11 -0.42 0.03
H 3.6725 -3.7191 0.2938 -0.19 -0.67 0.35 0.03
O -0.3121 -0.5673 -2.1781 1.13 0.59 -0.31 -0.14
H 0.4985 -0.6462 -2.7292 -1.33 0.91 0.36 0.02
H -0.8526 0.2609 -2.4306 0.97 -1.44 -0.45 0.02
O 3.0922 -4.2518 3.0888 0.73 -0.55 -0.47 -0.06
H 2.3313 -4.7461 3.4042 -0.09 0.61 0.13 0.03
H 3.1360 -3.3656 3.4504 -0.60 0.04 0.28 0.02
O 2.3331 -1.2768 -3.9852 2.18 1.17 -1.19 -0.05
H 2.0346 -1.9702 -4.5616 -1.29 -0.48 0.76 0.05
H 1.9879 -0.9833 -3.1535 -0.50 -0.88 0.27 0.01
O -0.0394 -3.7443 -3.4682 -2.39 0.11 0.92 -0.11
H -0.9639 -3.8540 -3.0510 1.81 -0.46 -0.77 0.06
H -0.0501 -2.7970 -3.2965 0.68 0.29 -0.46 -0.03
O -2.5709 -0.7122 4.0083 0.69 0.73 -0.18 -0.06
H -2.1998 -1.4966 4.4131 -0.32 -0.33 0.08 0.04
H -3.5025 -0.8275 3.8209 -0.29 -0.36 0.11 0.03
O 0.7531 4.0482 -0.8837 0.64 0.73 0.27 -0.11
H 1.4573 4.1856 -0.2249 0.10 -0.32 0.01 0.07
H 0.3657 4.9411 -0.9197 -0.21 -0.08 -0.30 0.07
O -1.6909 1.3123 -3.3553 0.12 0.33 0.02 -0.09
H -1.0569 1.6299 -4.0265 -0.17 -0.07 0.15 0.04
H -1.5385 1.9102 -2.6037 -0.25 0.48 -0.04 0.03
O 1.9163 -0.6271 4.5209 1.27 -0.94 -0.21 -0.08
H 1.2071 -0.5239 3.8745 -0.17 0.56 0.48 -0.01
H 1.6406 -0.4457 5.4153 -0.60 0.15 -0.04 0.02
O -1.6426 -2.5518 -1.4947 1.16 -0.44 -0.02 -0.15
H -2.3678 -1.9081 -1.4726 0.77 0.06 -0.23 0.03
H -0.7638 -2.0781 -1.7812 -2.98 -0.16 1.09 0.03
O 0.0609 -2.4053 1.5748 0.51 -0.14 0.60 -0.05
H -0.5905 -2.3893 0.8820 -0.47 -0.03 -0.78 0.00
H -0.3793 -2.0168 2.3323 -0.09 0.16 0.07 0.00
O 0.1624 1.0126 3.4019 -0.32 -0.52 -0.34 -0.09
H -0.7333 0.7482 3.6645 0.23 0.22 0.24 0.02
H 0.5041 1.7019 3.9906 -0.40 -0.13 -0.12 0.06
O 1.9685 4.3981 -3.3547 -0.09 0.08 -1.13 -0.15
H 1.3309 4.0723 -4.0396 0.67 0.19 1.45 0.02
H 1.7171 4.1136 -2.4600 -0.52 -0.24 -0.65 -0.04
O -4.1976 0.2534 1.6286 0.24 0.05 0.49 -0.08
H -3.8462 0.9792 2.1598 -0.27 0.39 -0.17 0.02
H -3.4625 -0.3601 1.7235 0.11 -0.39 -0.41 0.00
O -1.1970 2.9420 0.4616 1.17 -0.18 -0.70 -0.15
H -0.3938 3.2845 -0.0451 -1.33 0.10 0.67 -0.03
H -0.9481 2.0106 0.3677 -0.53 -0.35 0.39 0.00
```
Positions in Å, forces in eV/Å.

Results
2S+1: 2
Energy relative to the best compared isomer or geometry (same formula, charge and spin) in kcal per mole: 40.9
E_HOMO (alpha / beta) in eV: -0.406 / -8.383
Frontier orbital gap (alpha / beta) in eV: 2.2 / 10.1
Total charge: -1
Expectation value of S²: 0.751
LUMO energy (alpha / beta) in hartree: 0.0676 / 0.0635